Entry from the OMol25 dataset: a molecular structure, C39H32N3O2P2Ru (wB97M-V/def2-TZVPD).

Geometry as XYZ:
```
79
Properties=species:S:1:pos:R:3:forces:R:3
Ru 0.974 1.364 -0.079 0.4655 -0.5337 -0.5601
P -0.391 -2.590 2.726 -0.0159 -0.0600 -0.0614
P 0.388 2.179 -2.082 0.0332 0.1130 -0.0071
O 0.102 -1.338 1.751 -0.0019 0.0085 0.0248
O -0.526 -0.202 -0.071 0.0980 0.0384 0.0358
N 3.210 -0.614 -1.367 0.0165 0.0130 -0.0435
N 2.426 2.930 -0.122 -0.0268 0.0024 0.0982
N -1.004 3.289 1.336 0.0124 -0.0516 0.0527
C 2.393 0.073 -0.936 -0.2503 0.2108 0.3029
C -1.735 -2.572 5.084 -0.0017 0.0256 -0.0016
C -0.438 -0.290 6.030 0.0057 0.0033 -0.0024
C -1.781 -3.010 1.695 0.0029 0.0139 -0.0210
C -0.799 -1.900 4.292 -0.0299 0.0327 0.0157
C 2.029 -5.627 1.743 0.0089 -0.0187 0.0182
C 2.426 -5.102 4.073 -0.0116 0.0145 0.0143
C 1.797 5.883 -3.096 -0.0054 0.0000 0.0104
C -1.898 3.721 -1.906 -0.0064 -0.0238 -0.0473
C -2.017 -2.090 6.350 0.0017 0.0068 0.0108
C -2.827 -2.138 -0.314 -0.0068 0.0133 -0.0059
C 2.083 -0.600 -5.299 -0.0079 0.0053 0.0000
C -0.292 2.566 0.782 -0.2482 0.3489 0.2478
C -0.144 -0.760 4.761 0.0243 -0.0122 0.0173
C -3.721 -4.074 0.827 -0.0016 0.0033 -0.0048
C 0.550 -0.185 -3.495 0.0559 -0.0213 0.0143
C -3.778 -3.143 -0.208 0.0080 -0.0064 0.0031
C 1.067 -1.038 -4.454 -0.0051 -0.0029 0.0001
C -2.720 -4.021 1.793 0.0036 -0.0170 -0.0103
C 2.690 -5.868 2.947 -0.0065 0.0044 -0.0224
C 1.492 -4.080 4.010 0.0507 0.0101 -0.0107
C 1.092 -4.617 1.664 -0.0046 -0.0088 0.0210
C 1.036 1.122 -3.387 -0.0764 0.0263 -0.0748
C 1.044 4.720 -3.102 0.0430 0.0188 -0.0127
C 0.831 -3.837 2.801 -0.0076 -0.0031 -0.0157
C -3.916 3.328 -3.150 -0.0080 0.0337 0.0158
C 2.766 6.081 -2.117 -0.0105 -0.0108 0.0000
C -1.370 -0.953 6.819 -0.0069 -0.0115 -0.0034
C -3.188 4.090 -2.242 -0.0163 -0.0076 -0.0050
C 2.571 0.694 -5.190 -0.0116 -0.0024 -0.0196
C -0.734 -1.118 0.696 -0.0199 0.0253 0.0528
C 2.984 5.123 -1.137 -0.0020 0.0219 0.0214
C 2.045 1.561 -4.240 0.0053 -0.0075 -0.0030
C -2.048 1.835 -3.403 -0.0479 -0.0493 0.0600
C 2.226 3.964 -1.152 -0.0349 -0.0212 -0.0080
C -1.322 2.579 -2.472 -0.0368 -0.0456 -0.1027
C 1.265 3.748 -2.127 0.0730 -0.0334 -0.0145
C -3.344 2.209 -3.733 0.0258 -0.0488 0.0023
C -1.829 -2.088 0.647 -0.0202 -0.0028 -0.0008
H 2.446 3.396 0.784 -0.0043 0.0088 -0.0208
H -3.622 4.986 -1.819 0.0066 -0.0016 0.0037
H -3.897 1.634 -4.463 0.0040 0.0039 -0.0071
H 0.554 -4.448 0.739 0.0021 0.0044 -0.0002
H -0.230 -0.533 -2.827 0.0213 -0.0122 0.0040
H 0.282 4.568 -3.857 0.0101 -0.0048 -0.0047
H 3.412 -6.672 3.005 0.0037 0.0022 0.0004
H 0.591 -0.252 4.150 -0.0056 -0.0013 -0.0001
H -1.602 0.981 -3.894 -0.0365 0.0394 -0.0108
H -4.920 3.624 -3.420 0.0003 0.0023 0.0044
H -1.626 3.902 1.827 -0.0231 0.0096 -0.0292
H 2.422 2.573 -4.175 0.0084 -0.0098 0.0105
H -2.859 -1.412 -1.116 0.0009 -0.0039 -0.0005
H -2.741 -2.600 6.971 -0.0008 0.0009 0.0009
H 0.678 -2.043 -4.552 0.0032 -0.0036 -0.0003
H 2.483 -1.266 -6.051 0.0042 0.0014 0.0021
H 3.351 1.038 -5.855 -0.0010 -0.0025 -0.0018
H 3.733 5.286 -0.371 -0.0009 -0.0023 -0.0015
H 2.236 -6.244 0.879 -0.0005 -0.0016 -0.0011
H -1.320 4.355 -1.249 0.0253 0.0219 0.0938
H 1.273 -3.487 4.888 0.0006 -0.0033 -0.0037
H -4.468 -4.855 0.881 -0.0014 0.0021 0.0016
H 0.064 0.589 6.409 -0.0014 0.0001 0.0000
H 2.938 -5.306 5.003 0.0024 -0.0031 -0.0019
H -1.593 -0.582 7.811 0.0000 -0.0010 0.0004
H -4.571 -3.212 -0.940 -0.0011 0.0015 0.0011
H -2.240 -3.460 4.724 -0.0078 -0.0021 -0.0048
H 3.367 2.558 -0.237 -0.0263 -0.0465 -0.0104
H -2.685 -4.760 2.582 0.0048 0.0046 0.0041
H 3.901 -1.191 -1.814 0.0044 0.0020 -0.0082
H 1.628 6.639 -3.850 0.0023 0.0003 -0.0009
H 3.351 6.990 -2.113 0.0014 0.0005 -0.0003
```
Positions in Å, forces in eV/Å.

strongest force on any atom: 0.90 eV Å⁻¹
energy relative to the best compared isomer or geometry (same formula, charge and spin): 0.0 kcal/mol
HOMO level: -16.196 eV
total energy: -70665.8181 eV
orbital gap: 7.827 eV
E_LUMO: -0.3075 hartree
net charge: +3

Here are the Mulliken charges for atoms 1 to 2, given in e: -0.02, 1.18

Entry from the OMol25 dataset: a molecular structure, C39H32N3O6P2Sn at a distorted geometry (wB97M-V/def2-TZVPD).

Geometry as XYZ:
```
83
Properties=species:S:1:pos:R:3:forces:R:3
Sn -0.021 0.188 0.874 0.6756 0.1013 -0.5862
P -1.209 -1.660 -0.747 -0.4098 -0.5678 -0.3329
P -1.355 1.908 -0.834 -0.3325 0.4797 -0.2566
O 0.287 -3.014 2.503 0.2663 -0.1622 -0.0211
O 6.520 -0.409 3.348 -0.0750 -0.1142 0.0523
O 5.895 -2.057 4.600 0.0132 0.1455 -0.1314
O 3.833 0.509 -0.951 -0.1174 0.0016 0.0557
O 1.599 -4.445 3.448 0.1418 0.0811 0.0750
O 1.681 0.312 -0.403 -1.1318 0.0446 -0.0246
N -3.094 0.015 -1.991 0.1380 0.0102 0.1140
N 5.766 -1.306 3.654 0.1165 -0.0357 0.0969
N 1.398 -3.436 2.820 -0.3817 -0.1560 -0.1294
C 2.384 -1.892 1.220 -0.2600 -0.1055 0.0650
C 0.910 5.222 -1.533 0.0560 0.0557 0.0256
C 1.287 5.090 -2.862 0.0034 -0.0712 0.0109
C -4.411 -0.125 -1.507 -0.2360 0.0341 0.0261
C -2.889 2.355 1.437 0.1011 -0.0510 -0.1396
C -0.318 3.151 -1.666 0.1528 -0.1414 0.1998
C -3.019 -3.757 -0.323 0.0280 0.0106 0.0052
C 0.111 -4.117 -0.812 -0.0650 0.0031 0.0010
C -3.837 4.826 0.623 -0.0355 0.0352 -0.0427
C 1.462 -4.895 -2.640 0.0220 0.0564 0.0280
C 0.497 -2.696 -2.719 -0.0448 0.0671 0.0358
C 0.897 -5.100 -1.390 0.0446 -0.0526 0.0096
C -2.422 -2.614 0.209 0.1361 0.1949 0.2030
C -6.424 0.854 -0.583 -0.0119 -0.0448 -0.0171
C -4.227 4.301 1.849 0.0039 -0.0480 0.0001
C -5.101 0.970 -0.978 0.1064 0.0424 -0.0333
C -2.971 4.121 -0.195 0.0021 -0.0398 -0.0452
C -7.094 -0.352 -0.689 -0.0545 -0.0013 0.0483
C 3.281 -0.892 0.889 -0.1676 -0.0790 -0.0404
C 0.119 4.257 -0.934 -0.0320 -0.0466 -0.0066
C -5.090 -1.343 -1.589 0.0939 -0.0345 -0.0485
C 4.578 -1.509 2.798 -0.3280 0.0033 -0.1619
C 0.116 2.993 -2.981 -0.0386 -0.0407 0.0099
C 3.642 -2.453 3.194 0.0029 -0.2228 0.1974
C -2.230 -1.101 -2.231 0.2397 0.1694 0.2259
C -4.271 -4.046 1.709 0.0167 0.0504 0.0169
C -2.478 2.883 0.214 0.1611 -0.1324 0.1819
C -6.410 -1.451 -1.184 0.0240 0.0321 0.0183
C -0.128 -2.922 -1.493 0.1498 0.1670 0.2286
C -3.762 3.059 2.252 -0.0641 0.0030 0.0596
C -2.494 1.302 -2.207 0.2672 -0.2099 0.1315
C -2.768 -2.192 1.489 0.1039 0.0349 -0.1550
C 4.407 -0.709 1.682 0.1758 0.0804 -0.0215
C 2.960 0.047 -0.263 0.4796 -0.2120 0.2728
C -3.690 -2.905 2.239 -0.0529 0.0136 0.0593
C -3.939 -4.467 0.427 -0.0083 -0.0423 -0.0442
C 1.279 -3.685 -3.293 0.0499 -0.0252 -0.0699
C 0.905 3.965 -3.576 0.0502 0.0272 -0.0299
C 2.531 -2.616 2.394 0.3664 0.5455 -0.2620
H -4.077 2.641 3.198 0.0109 -0.0078 -0.0014
H -4.393 -5.359 0.016 0.0061 -0.0013 -0.0054
H -4.209 5.791 0.306 0.0016 -0.0008 -0.0064
H 0.385 -1.749 -3.231 0.0083 -0.0101 -0.0367
H -0.334 -4.285 0.161 -0.0257 -0.0328 0.0062
H -4.896 4.860 2.490 -0.0100 0.0037 -0.0083
H 1.892 5.851 -3.334 0.0207 -0.0042 0.0091
H -4.617 1.928 -0.862 -0.0067 -0.0023 -0.0007
H 3.782 -3.016 4.106 -0.0228 -0.0021 0.0084
H -6.906 -2.409 -1.270 -0.0087 0.0004 -0.0094
H -0.171 4.370 0.103 -0.0164 0.0436 -0.0017
H 5.134 0.051 1.434 0.0116 -0.0064 0.0222
H -3.942 -2.578 3.238 -0.0090 -0.0019 -0.0021
H -8.130 -0.437 -0.392 0.0084 -0.0055 0.0281
H 1.065 -6.032 -0.867 -0.0202 0.0046 0.0220
H 1.231 3.838 -4.600 -0.0235 -0.0075 -0.0055
H -2.299 -1.308 1.909 -0.0451 -0.0401 0.0934
H -2.778 -1.983 -2.558 0.0467 -0.0313 -0.0309
H 1.241 6.078 -0.961 -0.0336 -0.0001 0.0146
H -3.249 2.070 -2.366 0.0104 0.0236 0.0280
H -1.885 1.253 -3.111 -0.0252 0.0240 -0.0310
H -0.142 2.116 -3.557 -0.0123 -0.0063 -0.0134
H -2.539 1.375 1.746 -0.0277 0.0372 0.0874
H 1.746 -3.514 -4.253 -0.0065 0.0253 0.0011
H -4.975 -4.615 2.300 -0.0225 0.0039 -0.0163
H 2.057 -5.673 -3.100 0.0216 0.0051 0.0064
H -1.518 -0.845 -3.016 -0.0714 -0.0216 -0.0698
H 1.570 -2.145 0.552 -0.1145 0.1376 0.0700
H -2.748 -4.103 -1.314 -0.0080 -0.0271 -0.0074
H -6.930 1.726 -0.186 -0.0026 0.0062 -0.0037
H -4.611 -2.227 -1.983 0.0079 0.0017 -0.0118
H -2.672 4.537 -1.150 0.0168 0.0387 0.0105
```
Positions in Å, forces in eV/Å.

strongest force on any atom: 1.13 eV Å⁻¹
energy relative to the best compared isomer or geometry (same formula, charge and spin): 6.0 kcal/mol
HOMO level: -10.481 eV
total energy: -82116.7412 eV
orbital gap: 7.080 eV
E_LUMO: -0.1250 hartree
net charge: +1

Here are the Mulliken charges for atoms 1 to 2, given in e: 0.52, 1.73